(1)
117
Properties=species:S:1:pos:R:3:forces:R:3 method="wB97M-V/def2-TZVPD" orbital_gap_ev="6.44 / 6.44"
Ir 0.08596 -0.70992 -0.46345 0.583 -0.644 0.301
C 3.78013 -2.59321 1.44190 -0.023 -0.003 0.012
C 3.46651 -1.31029 0.66906 0.004 0.004 -0.014
C 4.75049 -0.62142 0.20838 -0.003 -0.007 0.014
C 2.64201 -0.39843 1.52191 0.108 -0.058 0.046
C 3.04495 0.31275 2.65792 -0.011 0.071 -0.076
C 1.92568 0.99918 3.09348 0.097 0.005 0.009
C 1.92763 1.86635 4.33043 -0.003 -0.003 0.017
C 0.95955 3.04551 4.39086 -0.002 0.025 -0.001
C 1.81859 0.99822 5.59028 -0.026 -0.002 0.000
N 0.91722 0.68387 2.25084 -0.083 0.027 -0.062
N 1.35920 -0.16440 1.29515 -0.334 -0.181 0.041
B -0.55238 1.11199 2.09496 0.013 0.004 0.112
N -1.47831 -0.13067 2.16041 -0.087 0.106 -0.123
N -1.40651 -1.06841 1.17368 -0.213 0.159 -0.118
C -2.44173 -1.88733 1.33221 -0.066 -0.001 0.013
C -3.18281 -1.48598 2.45178 -0.040 -0.020 -0.076
C -2.55929 -0.36116 2.93984 0.026 -0.008 0.071
C -3.02157 0.43594 4.12927 0.012 0.016 0.005
C -1.99038 0.46072 5.25618 -0.009 0.004 -0.015
C -3.52239 1.84162 3.78184 0.005 0.007 -0.014
C -2.79824 -3.08906 0.49482 0.027 0.000 0.008
C -2.02907 -4.31695 0.98809 0.080 0.020 -0.008
C -2.66509 -2.90061 -1.01330 -0.036 0.062 0.011
N -0.78389 1.82450 0.72418 0.089 0.124 0.018
N -0.83288 1.11363 -0.44353 0.160 0.046 0.048
C -1.53079 1.82378 -1.32255 -0.150 -0.075 0.023
C -1.90788 3.04106 -0.73798 0.089 0.033 -0.081
C -1.40540 3.01350 0.54294 -0.124 -0.031 0.046
C -1.39007 4.12627 1.54915 0.029 0.024 -0.019
C -0.11030 4.95009 1.35994 -0.018 0.015 -0.027
C -2.62548 5.01293 1.42566 -0.009 -0.011 0.012
C -1.95373 1.29914 -2.65809 0.046 0.028 -0.009
C -3.42831 0.88991 -2.58992 -0.010 -0.075 0.017
C -1.74898 2.32958 -3.76636 -0.087 0.006 0.030
H 4.43151 -3.26098 0.87050 -0.015 -0.011 -0.025
H 2.85730 -3.11741 1.69539 -0.011 -0.002 -0.002
H 4.29404 -2.35729 2.37642 0.023 -0.007 -0.011
H 2.84907 -1.54741 -0.20070 0.039 0.019 -0.012
H 5.39393 -0.39005 1.06042 0.007 0.005 -0.004
H 4.53297 0.31299 -0.31047 -0.007 0.000 -0.005
H 5.31668 -1.26677 -0.46850 -0.004 0.002 0.003
H 4.02786 0.35069 3.09957 -0.006 -0.007 0.004
H 2.93319 2.29840 4.33371 0.003 -0.009 0.007
H -0.06261 2.73495 4.60317 0.050 0.020 0.011
H 0.95573 3.61535 3.46217 0.002 -0.025 0.030
H 1.27154 3.71365 5.19585 0.005 0.008 0.005
H 0.85441 0.49013 5.63547 0.027 0.007 -0.004
H 1.92016 1.61473 6.48601 -0.004 -0.001 0.000
H 2.59729 0.23575 5.60537 0.005 0.000 0.001
H -0.85377 1.85636 2.96514 0.034 -0.078 -0.062
H -4.07655 -1.94757 2.83965 0.004 -0.006 0.002
H -3.88881 -0.12347 4.49161 0.000 0.004 0.002
H -1.05936 0.90351 4.90835 -0.037 0.001 0.020
H -1.77122 -0.54827 5.60864 0.009 -0.005 -0.006
H -2.35376 1.05097 6.10023 -0.012 -0.013 0.002
H -2.69821 2.53783 3.63285 -0.023 -0.023 0.000
H -4.13923 2.22644 4.59626 0.008 0.009 0.005
H -4.12455 1.83065 2.87196 -0.008 -0.001 0.005
H -3.86028 -3.25768 0.70182 0.025 -0.052 0.037
H -0.96127 -4.15152 0.84128 -0.014 0.003 0.019
H -2.33954 -5.21425 0.44524 -0.001 -0.005 -0.008
H -2.19816 -4.48393 2.05323 -0.015 -0.009 -0.011
H -1.65906 -2.58508 -1.29226 -0.016 -0.014 0.028
H -3.34920 -2.12879 -1.37170 0.021 -0.012 0.010
H -2.91441 -3.83602 -1.52355 -0.028 0.022 0.004
H -2.46323 3.83632 -1.20468 0.013 0.008 -0.007
H -1.37292 3.69700 2.55056 0.030 0.019 -0.022
H -0.11267 5.42150 0.37479 -0.001 0.007 0.004
H 0.77736 4.31928 1.42168 0.000 0.001 -0.014
H -0.03604 5.73407 2.11656 0.001 -0.005 0.008
H -2.64833 5.52087 0.45945 -0.004 -0.006 -0.004
H -2.61677 5.78024 2.20138 0.001 0.006 -0.004
H -3.54310 4.43197 1.52591 0.000 -0.001 0.007
H -1.35947 0.40422 -2.84736 -0.015 0.087 -0.005
H -4.06682 1.76374 -2.43876 0.006 0.003 0.017
H -3.60610 0.19426 -1.76776 0.025 0.007 -0.006
H -3.72968 0.40818 -3.52284 -0.002 0.002 -0.007
H -2.34797 3.22255 -3.56812 -0.011 0.000 -0.030
H -2.06235 1.92132 -4.72846 0.010 -0.019 -0.010
H -0.70986 2.63535 -3.85859 0.048 0.012 0.011
C 1.52742 -5.54790 0.03563 -0.028 -0.005 0.001
As 1.29398 -4.03101 -1.11497 -0.152 -0.052 -0.243
C 0.05718 -4.56922 -2.48523 0.020 -0.006 -0.021
C 2.97902 -3.80842 -2.02002 0.041 0.017 0.062
O 0.71019 -2.77592 -0.20317 0.153 0.180 0.233
H 1.94642 -6.37509 -0.53665 -0.003 -0.003 0.008
H 0.55914 -5.83093 0.44355 0.015 0.005 0.004
H 2.19961 -5.28037 0.84752 0.017 0.018 0.002
H 0.52281 -5.31058 -3.13389 -0.003 -0.007 0.000
H -0.21857 -3.68689 -3.06122 0.005 0.000 0.004
H -0.83379 -4.98270 -2.01685 0.022 0.012 0.000
H 3.28672 -4.78159 -2.40347 0.001 -0.008 0.011
H 3.72936 -3.42869 -1.33063 -0.007 0.008 0.023
H 2.85298 -3.10685 -2.83832 0.019 0.006 -0.017
C 1.74028 1.61670 -2.38780 -0.009 -0.006 0.036
C 1.60777 0.24374 -3.06180 -0.178 0.038 -0.024
C 3.02668 -0.28518 -3.35065 0.023 0.016 0.042
C 0.91853 -0.74050 -2.12302 -0.409 0.112 -0.136
C 0.90217 0.34336 -4.41667 0.049 -0.011 -0.008
C 1.27643 1.32547 -5.33441 0.006 -0.031 0.002
C 0.67899 1.41046 -6.58230 -0.009 -0.007 -0.010
C -0.30766 0.50435 -6.94791 0.006 0.009 -0.005
C -0.68516 -0.48170 -6.05032 -0.004 0.000 0.010
C -0.08493 -0.56025 -4.79945 -0.004 0.000 -0.048
H 2.07518 1.47417 -1.35745 0.028 0.010 -0.038
H 0.78702 2.14070 -2.34570 0.024 -0.001 0.008
H 2.46313 2.25294 -2.90326 -0.016 0.001 -0.024
H 3.58406 -0.42122 -2.42071 -0.012 -0.013 0.016
H 3.57770 0.41403 -3.98386 0.012 0.001 0.015
H 2.97874 -1.23794 -3.88088 0.012 -0.020 -0.018
H 1.13825 -1.77409 -2.45429 0.170 0.130 -0.070
H 2.04066 2.04499 -5.06654 0.004 0.000 -0.007
H 0.98200 2.18951 -7.27089 0.000 0.000 -0.001
H -0.77880 0.57068 -7.92026 0.001 0.000 0.000
H -1.45891 -1.19118 -6.31833 -0.001 0.000 0.001
H -0.41483 -1.31235 -4.09269 0.010 -0.006 -0.004

(2)
6
Properties=species:S:1:pos:R:3:forces:R:3 method="wB97M-V/def2-TZVPD" charge=+2 orbital_gap_ev="6.24 / 6.24"
H -0.92605 0.82646 -1.72328 1.616 0.411 -0.258
O 0.69588 -0.06718 0.23322 2.053 0.704 -1.795
C -0.36070 -0.51952 0.80506 -3.606 2.586 -0.232
Li 1.03623 -1.30007 1.36489 2.794 -2.728 2.119
Al 0.77921 0.88004 -1.34581 -2.663 -0.239 0.495
H -1.22457 0.18028 0.66591 -0.194 -0.733 -0.330

(3)
121
Properties=species:S:1:pos:R:3:forces:R:3 method="wB97M-V/def2-TZVPD" charge=+1 orbital_gap_ev=8.97
C 4.11464 5.49088 0.51057 0.252 0.269 0.154
C 5.41711 4.70487 0.61732 0.218 0.170 -0.236
C 6.20420 5.09080 1.88450 -0.333 0.212 -0.319
C 5.22217 3.19624 0.46494 -0.004 -0.090 0.034
C 4.59535 2.50836 1.69428 -0.316 -0.189 -0.515
C 5.38630 1.28764 2.14616 0.263 0.483 0.349
C 3.11076 2.19546 1.43531 0.489 0.572 0.583
O 2.96766 0.89003 0.86060 -0.047 -0.127 -0.191
C 1.71685 0.34910 0.89811 -0.333 0.903 0.695
O 0.78706 1.35412 0.60450 -0.060 -0.277 -0.558
C 1.27255 -0.31498 2.25455 0.484 0.191 0.468
N 2.39484 -0.38888 3.20726 -0.168 -0.747 -0.588
C 3.19922 -1.28697 3.08015 0.270 0.203 -0.024
S 4.26508 -2.40396 2.86209 -0.097 0.023 0.177
N 0.78237 -1.59753 1.82032 -0.372 -0.233 0.134
C -0.39600 -2.21030 2.44335 0.097 -0.831 0.148
C -1.57422 -2.45467 1.50278 -0.148 0.273 0.907
C -2.55923 -1.31066 1.31067 0.031 -0.024 -0.322
O -3.47148 -1.43971 0.54141 0.155 0.124 -0.196
N -2.33880 -0.09910 2.06405 -0.652 -0.011 -0.625
C -3.09500 1.00726 1.51574 -0.191 0.147 0.002
C -4.31194 1.37532 2.07016 0.082 -0.408 0.246
C -5.03447 2.43635 1.56779 -0.284 0.464 -0.094
C -4.54549 3.17624 0.50456 0.227 -0.106 -0.190
C -3.33739 2.80692 -0.06070 0.013 0.082 -0.099
C -2.62698 1.72695 0.43168 0.255 0.027 -0.109
C 1.27670 -1.89086 0.60342 -0.028 0.839 0.164
N 1.41531 -3.10388 0.12106 -0.171 -0.132 -0.432
O 0.95058 -4.14517 0.89255 0.057 -0.097 0.031
C 2.06434 -3.43882 -1.14676 0.232 -0.076 0.387
C 2.90866 -4.70836 -1.04733 -0.062 -0.163 -0.468
C 3.06320 -5.32359 -2.43533 0.158 0.170 0.087
F 1.82401 -5.71112 -2.87888 0.030 -0.079 -0.048
Br 4.19792 -6.87803 -2.31016 -0.028 0.017 0.053
C 3.62439 -4.36518 -3.53635 0.457 -0.527 -0.336
F 4.10677 -5.07155 -4.57155 -0.294 0.130 0.077
F 2.62021 -3.61274 -4.01922 0.023 0.208 0.220
Br 5.06966 -3.24362 -2.90162 -0.155 0.031 -0.005
N 1.72022 -0.76946 -0.04926 -0.114 -0.562 -0.223
C 1.25296 -0.44024 -1.40849 0.030 -0.252 -0.337
C -0.27146 -0.45876 -1.60585 0.355 1.309 -0.099
C -0.62939 0.62272 -2.61981 0.289 -0.734 -0.412
Cl -0.86101 -2.02578 -2.23209 -0.089 -0.217 0.317
H 4.32638 6.55729 0.60702 -0.003 0.050 0.001
H 3.64840 5.35204 -0.46417 -0.190 -0.147 0.050
H 3.42281 5.24904 1.31994 -0.132 -0.143 -0.071
H 6.02478 5.02419 -0.23317 0.015 -0.096 -0.094
H 6.89451 5.89786 1.64662 0.147 -0.025 0.069
H 6.76250 4.25035 2.29088 0.089 0.019 0.097
H 5.52982 5.49600 2.63958 0.022 -0.212 0.220
H 4.58681 3.00690 -0.40482 0.009 0.006 -0.091
H 6.18497 2.74741 0.21196 0.083 -0.057 0.201
H 4.58140 3.21753 2.52422 0.041 0.069 0.021
H 5.58559 0.59272 1.33446 -0.228 -0.161 -0.007
H 4.88933 0.80622 2.98520 -0.025 -0.265 -0.072
H 6.35453 1.62768 2.51817 0.071 -0.028 -0.039
H 2.56046 2.27960 2.37504 -0.131 -0.330 0.027
H 2.72406 2.95628 0.76177 -0.254 -0.124 -0.119
H -0.09612 1.08768 0.89544 0.017 0.094 0.182
H 0.48890 0.21488 2.78554 -0.143 0.214 -0.291
H -0.11338 -3.15630 2.89857 0.077 -0.008 0.027
H -0.68747 -1.56962 3.26707 0.101 0.136 0.031
H -2.16779 -3.23848 1.97965 -0.046 -0.135 -0.129
H -1.30549 -2.83427 0.51939 0.027 0.090 -0.113
H -2.74328 -0.25917 2.98842 0.775 -0.075 0.324
H -4.70166 0.80614 2.90326 -0.004 0.014 0.074
H -5.98897 2.70851 1.99608 -0.009 -0.101 0.173
H -5.08120 4.01851 0.09343 -0.145 0.032 0.101
H -2.92764 3.36154 -0.89308 -0.029 0.037 -0.062
H -1.70467 1.47986 -0.07440 0.078 -0.112 0.062
H 0.31493 -4.62945 0.33941 -0.087 0.116 0.045
H 2.72779 -2.61081 -1.36972 -0.045 0.140 -0.097
H 1.30446 -3.52225 -1.91821 -0.078 -0.011 -0.069
H 2.44529 -5.48353 -0.44269 -0.067 0.044 0.070
H 3.90257 -4.52247 -0.65289 -0.033 0.136 0.185
H 1.62062 0.55842 -1.62359 0.015 0.103 0.158
H 1.70086 -1.07601 -2.16610 0.160 -0.097 0.055
H -0.75065 -0.20426 -0.66329 -0.281 -0.677 0.076
H -1.66321 0.54062 -2.94337 -0.153 0.193 0.234
H -0.01216 0.44044 -3.50005 -0.059 0.207 -0.021
H -0.37532 1.60884 -2.23697 -0.152 0.071 0.107
C -1.41016 1.13204 -7.18597 -0.226 0.126 -0.207
C -0.38758 1.93260 -7.96241 -0.059 -0.044 -0.103
O 0.57016 2.26997 -6.94284 -0.024 -0.027 -0.004
C 0.47185 1.36016 -5.95902 0.086 0.032 -0.032
O 1.23654 1.25749 -5.04675 0.096 -0.008 -0.101
O -0.61001 0.57277 -6.12841 -0.027 -0.011 -0.013
H -1.87370 0.34195 -7.76593 0.098 -0.072 0.098
H -2.18439 1.76148 -6.74385 0.071 0.037 0.068
H 0.11464 1.33971 -8.72741 0.011 -0.037 0.035
H -0.79385 2.83175 -8.41582 0.099 0.108 0.130
C -8.51322 0.24424 3.63933 -0.127 -0.112 -0.063
C -8.35288 -0.71853 4.79971 -0.171 -0.051 -0.031
O -6.99329 -0.48457 5.19716 -0.007 0.015 -0.023
C -6.64342 0.75280 4.79406 -0.061 0.063 0.065
O -5.63732 1.30884 5.11273 -0.032 -0.067 -0.004
O -7.57666 1.27820 3.97698 0.023 -0.033 -0.028
H -9.51444 0.65510 3.55049 0.059 0.151 0.059
H -8.21832 -0.19538 2.68553 0.038 -0.006 0.015
H -9.00736 -0.47854 5.63807 0.018 0.041 0.002
H -8.49262 -1.75912 4.52238 0.170 -0.025 0.018
C -1.72031 1.43933 7.04280 -0.097 0.143 -0.003
C -2.78505 0.97332 6.07172 -0.077 0.177 0.121
O -2.02452 0.12777 5.18352 -0.021 0.043 0.082
C -0.92570 -0.29912 5.85123 0.011 -0.034 0.065
O -0.18847 -1.14403 5.44451 0.026 -0.006 -0.129
O -0.78365 0.35014 7.01443 -0.020 0.017 -0.033
H -2.09280 1.59282 8.05093 0.087 -0.153 0.055
H -1.21064 2.34356 6.70773 0.018 -0.023 -0.033
H -3.55919 0.37456 6.54816 0.013 -0.030 -0.021
H -3.25585 1.77765 5.51727 0.043 -0.068 -0.133
C -1.13923 -4.05339 -5.99038 0.090 -0.110 0.070
C 0.15159 -3.37640 -6.40870 0.110 -0.092 0.135
O -0.25676 -2.64219 -7.56664 -0.003 -0.030 0.015
C -1.58618 -2.42334 -7.48133 0.032 0.065 0.004
O -2.19159 -1.68790 -8.19474 -0.069 -0.106 -0.019
O -2.12874 -3.13820 -6.47289 0.025 -0.022 -0.021
H -1.23410 -4.17881 -4.91481 -0.111 0.121 -0.001
H -1.28430 -5.01783 -6.47916 0.006 0.014 -0.031
H 0.51587 -2.67149 -5.66014 -0.034 0.041 0.026
H 0.94542 -4.07392 -6.66240 -0.020 0.043 -0.153